# 1
DFT (ωB97M-V with the def2-TZVPD basis set) results for C2H5N2S as an isolated structure in a non-equilibrium geometry.

Values from the calculation:
Energy above the lowest of the compared OMol25 structures with the same formula, charge and spin (eV): 2.529
M (g/mol): 89.14
Charge: +1
Frontier orbital gap (eV): 9.7
Electronic energy (Eh): -586.53420

Last column: Löwdin charge in e.
Geometry (Å):
C1 -0.51 -0.16 1.21  -0.094
C2 1.15 -0.30 -0.46  -0.341
N1 0.50 0.48 1.82  -0.145
N2 -0.12 -0.55 0.01  -0.040
S1 1.87 0.62 0.70  1.130
H1 -1.58 -0.10 1.50  0.194
H2 -0.60 0.27 -3.72  0.044
H3 -0.36 -0.13 -3.08  -0.005
H4 0.32 0.81 2.74  0.125
H5 -0.68 -0.95 -0.71  0.132

# 2
DFT (ωB97M-V with the def2-TZVPD basis set) results for C5H6O2 in the gas phase.

Values from the calculation:
Energy above the lowest of the compared OMol25 structures with the same formula, charge and spin (eV): 5.414
M (g/mol): 98.10
Frontier orbital gap (eV): 9.2
Electronic energy (Eh): -344.40294

Last column: Löwdin charge in e.
Geometry (Å):
C1 -0.76 0.19 1.02  -0.046
C2 -0.58 -1.11 0.24  -0.170
O1 -0.61 -0.37 -1.08  -0.038
C3 -0.29 0.87 -0.26  -0.171
C4 1.24 0.85 -0.32  -0.373
O2 1.91 1.24 0.63  -0.029
C5 0.67 -1.11 -0.52  0.047
H1 -1.80 0.39 1.28  0.120
H2 -0.09 0.35 1.87  0.126
H3 -1.27 -1.95 0.30  0.147
H4 -0.81 1.75 -0.64  0.157
H5 1.60 0.91 -1.37  0.130
H6 0.80 -2.00 -1.14  0.099

# 3
DFT (ωB97M-V with the def2-TZVPD basis set) results for a 2-piece molecular cluster, C13H18N3O3S overall in a non-equilibrium geometry.

Values from the calculation:
Energy above the lowest of the compared OMol25 structures with the same formula, charge and spin (eV): 9.419
M (g/mol): 296.37
Charge: -1
Frontier orbital gap (eV): 5.4
Electronic energy (Eh): -1293.99275

Last column: Löwdin charge in e.
Geometry (Å):
C1 3.55 0.43 2.28  -0.136
C2 3.16 1.30 0.91  -0.371
C3 4.48 1.16 -0.09  -0.112
C4 1.88 0.55 0.21  -0.206
C5 0.79 1.58 -0.48  -0.169
C6 -0.70 0.84 -0.31  -0.122
C7 -2.03 1.58 0.31  0.015
C8 -3.44 0.71 0.45  -0.087
C9 -4.74 1.49 1.07  -0.269
N1 -6.04 0.71 1.03  -0.064
C10 -3.37 -0.86 -0.02  -0.171
N2 -4.50 -1.87 0.05  -0.352
S1 -3.99 -3.44 -0.55  0.828
N3 -2.32 -3.14 -1.01  -0.290
C11 -2.08 -1.68 -0.66  -0.212
C12 -0.72 -0.76 -0.79  0.064
H1 3.48 -0.71 1.95  0.099
H2 4.65 0.63 2.65  0.066
H3 2.74 0.61 3.11  0.075
H4 2.93 2.44 1.17  0.127
H5 4.68 2.13 -0.72  0.074
H6 5.42 1.00 0.63  0.067
H7 4.38 0.18 -0.72  0.085
H8 2.24 -0.31 -0.54  0.124
H9 1.29 -0.03 1.06  0.113
H10 0.80 2.66 -0.01  0.105
H11 1.00 1.60 -1.65  0.126
H12 -2.03 2.70 0.65  0.090
H13 -4.90 2.49 0.48  0.112
H14 -4.49 1.74 2.20  0.126
H15 -6.17 0.17 0.14  0.058
H16 -6.20 0.14 1.88  0.067
H17 0.26 -1.25 -1.23  0.069
C13 2.39 -2.95 -2.70  -0.890
O1 2.13 -3.87 -3.51  -0.073
O2 1.27 -2.43 -2.21  -0.005
O3 3.47 -2.46 -2.31  -0.064
H18 0.73 -3.05 -2.74  0.104

# 4
DFT (ωB97M-V with the def2-TZVPD basis set) results for C17H32EuNO2P2 as an isolated structure in a non-equilibrium geometry.

Values from the calculation:
Energy above the lowest of the compared OMol25 structures with the same formula, charge and spin (eV): 7.394
Multiplicity: 8
M (g/mol): 496.36
Charge: +1
Frontier orbital gap (alpha / beta) (eV): 4.1 / 3.7
Electronic energy (Eh): -2264.69323

Last column: Löwdin charge in e.
Geometry (Å):
Eu1 0.45 -0.67 -0.39  1.196
P1 -2.48 -0.39 1.55  0.773
C1 -2.51 1.15 0.59  -0.292
C2 -1.48 2.12 0.35  -0.376
N1 -0.24 1.83 -0.23  -0.013
C3 0.73 2.79 -0.14  -0.360
C4 0.46 4.03 0.43  -0.052
C5 -0.82 4.37 0.92  -0.036
C6 -1.81 3.42 0.77  -0.052
C7 2.15 2.57 -0.62  -0.290
P2 2.40 1.12 -1.82  0.758
H1 -2.85 3.57 1.06  0.124
H2 1.25 4.75 0.58  0.112
H3 -1.09 5.32 1.40  0.120
H4 2.57 3.47 -1.12  0.098
H5 2.80 2.34 0.25  0.092
H6 -2.74 0.15 -2.48  -0.044
H7 -3.42 1.35 0.03  0.059
H8 -0.90 -0.42 -3.52  0.110
O1 -3.33 0.46 -3.15  -0.060
H9 -3.09 1.35 -3.36  0.025
H10 0.42 -0.95 -2.92  0.009
O2 -0.23 -0.08 -2.84  -0.210
H11 0.37 0.77 -3.18  0.077
C8 2.10 1.90 -3.41  -0.307
H12 2.74 2.79 -3.45  0.062
H13 2.45 1.27 -4.23  0.060
H14 1.08 2.26 -3.56  0.040
C9 4.18 0.93 -1.74  -0.288
H15 4.44 -0.04 -2.17  0.039
H16 4.73 1.68 -2.30  0.052
H17 4.56 0.91 -0.72  0.047
C10 -2.45 0.50 3.11  -0.183
H18 -3.49 0.65 3.40  0.066
H19 -1.84 -0.04 3.83  0.052
H20 -2.03 1.49 2.93  0.053
C11 -4.06 -1.23 1.31  -0.168
H21 -3.87 -2.28 1.53  0.060
H22 -4.78 -0.80 2.02  0.065
H23 -4.41 -1.13 0.28  0.068
C12 0.32 -4.62 0.62  -0.038
C13 0.79 -3.37 1.36  -0.634
C14 0.96 -3.70 2.84  -0.039
C15 2.16 -2.99 0.78  -0.097
C16 -0.21 -2.31 1.26  -0.206
C17 -1.15 -1.48 1.34  -0.270
H24 0.97 -5.48 0.77  0.101
H25 0.28 -4.45 -0.46  0.085
H26 -0.68 -4.91 0.93  0.094
H27 1.63 -4.54 3.04  0.100
H28 1.35 -2.83 3.38  0.092
H29 -0.01 -3.93 3.29  0.095
H30 2.16 -2.84 -0.31  0.045
H31 2.58 -2.08 1.22  0.077
H32 2.90 -3.77 0.94  0.108